Molecular formula: C5H13N2O2
Method: DFT, ωB97M-V/def2-TZVPD

Summary:
net charge	+1
HOMO level	-14.2	eV

Atoms and positions in Å:
O1 1.275412 -1.884576 -1.092819
C1 0.458171 -2.521571 -0.473792
C2 -0.815015 -1.867361 -0.017182
C3 -0.546368 -0.705426 0.988660
C4 -1.479902 0.463143 0.832171
N1 0.081835 0.443065 -1.807973
C5 -0.322276 1.515850 -1.161166
N2 -1.008994 1.544880 -0.056387
H1 0.594112 -3.576807 -0.191701
H2 -1.356954 -1.452372 -0.875505
H3 -1.548632 -2.544914 0.404429
H4 -0.662839 -1.170396 1.969094
H5 0.486822 -0.382538 0.969711
H6 -1.660894 0.918778 1.797941
H7 -2.444711 0.151751 0.435692
H8 0.475459 -0.414570 -1.419064
H9 0.368926 0.609825 -2.759570
H10 -0.024633 2.469367 -1.554565
H11 -0.988465 2.445387 0.396416
H12 1.737244 2.916664 2.556043
H13 1.844136 1.446254 2.258962
O2 1.717372 2.295163 1.813398

Forces on atoms 1 to 6 (eV/Å):
O 0.325 -0.205 -0.052
C -0.710 -0.149 0.319
C -0.660 0.765 0.018
C 0.133 -1.296 0.050
C -0.329 0.104 -0.342
N -0.157 0.829 -0.772